No. 1
Below is C40H81FeN7O15 as an isolated structure at a distorted geometry, with properties calculated with the ωB97M-V functional and the def2-TZVPD basis.

The value obtained for the HOMO energy (alpha / beta) is -2.06 / -2.06 eV. The value obtained for the lowest unoccupied orbital energy (alpha / beta) is 0.1118 / 0.1118 Ha. The net charge is -2. The spin multiplicity is 5.

XYZ file:
```
144
C40H81FeN7O15 the ωB97M-V functional and the def2-TZVPD basis
Fe 0.30355 0.22172 0.35555
C 3.94249 -0.65278 -1.51009
C 2.66854 -0.58569 -0.84898
C 2.27286 -1.86291 0.08596
O 1.10112 -1.71564 0.55961
C 3.25603 -2.85602 0.33200
C 4.45787 -2.78990 -0.23157
C 4.80875 -1.67067 -1.26390
O 6.03412 -1.55519 -1.80777
O 5.25171 -3.69409 0.26302
O 1.88296 0.37988 -0.96817
H 4.23119 0.11107 -2.21690
H 2.86055 -3.66024 0.93469
C -2.49073 -1.41560 3.29973
C -3.06609 -1.43140 4.65725
C -3.05170 -0.07262 5.54175
O -3.25958 -0.05920 6.76824
C -2.72081 1.18132 4.78551
C -2.22544 1.12717 3.52464
C -2.10510 -0.21873 2.70531
O -1.36231 -0.35328 1.63403
O -2.05279 2.25387 2.92605
O -3.40804 -2.42805 5.29542
H -2.25660 -2.37626 2.86530
H -2.84122 2.05779 5.40495
C -3.08576 4.08281 -0.99972
C -2.20575 4.56714 -2.13840
C -1.62279 5.97710 -1.91151
O -1.26482 6.70544 -3.06694
C -2.35114 7.05158 -3.88931
N -1.13939 3.53979 -2.25322
H -3.56548 3.19991 -1.42217
H -3.85382 4.83878 -0.83630
H -2.47470 3.98368 -0.10258
H -2.86330 4.64037 -3.00463
H -0.74997 6.07258 -1.26561
H -2.33039 6.61061 -1.37666
H -1.94296 7.72393 -4.64390
H -3.23470 7.50242 -3.43745
H -2.78390 6.20132 -4.41645
H -0.39047 3.93807 -2.80149
H -1.29948 2.74655 -2.85757
C 6.59687 3.12827 3.85875
C 5.44083 2.30236 3.36229
C 5.22913 2.40979 1.86583
O 4.95549 3.79690 1.52459
C 5.14000 4.16239 0.20256
N 5.74748 0.91988 3.86638
H 6.89177 2.94834 4.89256
H 6.34114 4.17819 4.00154
H 7.48863 3.04732 3.23723
H 4.52256 2.72607 3.76891
H 4.45487 1.77267 1.43837
H 6.18784 2.15247 1.41555
H 4.88973 5.19891 -0.02346
H 4.52145 3.56879 -0.47059
H 6.22585 4.07071 0.17747
H 4.85429 0.45037 3.82355
H 6.16886 0.26897 3.21919
C 1.08631 4.40152 1.30296
C 1.09859 2.91131 0.98553
C 1.42977 2.03856 2.21280
O 1.36428 0.63281 1.98044
C 1.57586 -0.20202 3.14230
N -0.15803 2.43102 0.44076
H 0.92909 5.07642 0.46160
H 2.00793 4.71001 1.79646
H 0.35548 4.52897 2.10155
H 1.94524 2.87577 0.29995
H 0.65355 2.23207 2.95315
H 2.33390 2.18991 2.80250
H 2.39984 0.11047 3.78380
H 1.63429 -1.18177 2.66822
H 0.67705 -0.23785 3.75789
H -0.94167 2.68603 1.02470
H -0.24410 3.03374 -0.36510
C 1.39952 -4.17620 3.84154
C 2.76694 -3.96806 4.47726
C 3.58280 -5.37412 4.42617
O 2.91392 -6.43413 5.07392
C 3.24334 -6.54141 6.51639
N 3.40390 -3.00275 3.62778
H 0.73831 -3.31788 3.96061
H 0.93698 -5.08568 4.22493
H 1.43203 -4.40919 2.77722
H 2.74527 -3.68082 5.52850
H 4.63173 -5.40558 4.72087
H 3.70294 -5.65889 3.38092
H 3.19731 -7.56452 6.88951
H 2.57950 -5.81330 6.98250
H 4.18285 -6.15532 6.91183
H 2.64300 -2.47434 3.22540
H 3.74543 -3.50738 2.82231
C -6.06263 1.08489 0.83695
C -5.86116 -0.41329 0.61464
C -6.96804 -0.93873 -0.29986
O -7.27018 -2.27674 0.02853
C -8.24980 -2.85584 -0.72388
N -4.52857 -0.72556 0.08584
H -6.93640 1.30172 1.45146
H -6.09001 1.62417 -0.10991
H -5.24165 1.50035 1.42131
H -5.86935 -0.88011 1.59959
H -6.64338 -0.86705 -1.33792
H -7.88007 -0.35131 -0.19384
H -8.55666 -3.85852 -0.42629
H -8.06987 -2.94009 -1.79562
H -9.18362 -2.36917 -0.44243
H -4.42686 -1.72316 -0.03477
H -3.83094 -0.45145 0.76280
C -1.72689 -1.89653 -2.24285
C -1.14198 -0.49894 -2.59458
C -1.94353 0.12810 -3.72726
O -1.30058 1.43323 -3.98761
C -2.01894 2.15726 -4.99299
N -1.15000 0.34371 -1.41383
H -2.78945 -2.03970 -2.43925
H -1.45085 -2.22990 -1.24247
H -1.27004 -2.59768 -2.94125
H -0.17270 -0.69354 -3.05362
H -3.01826 0.05524 -3.56067
H -1.95881 -0.47153 -4.63737
H -1.59327 3.15893 -4.93303
H -3.09507 2.15719 -4.81967
H -1.81157 1.63344 -5.92611
H -1.21210 1.27560 -1.79829
H -2.09724 0.16648 -1.11146
C -0.66685 -2.39200 -7.66717
C 0.28533 -3.28521 -6.96290
C 0.13032 -3.21148 -5.42880
O 1.12966 -3.93817 -4.74453
C 1.33118 -3.58657 -3.39229
N 0.21236 -4.69956 -7.45773
H -1.61387 -2.92407 -7.57689
H -0.38997 -2.47814 -8.71789
H -0.76238 -1.39539 -7.23620
H 1.25611 -2.87656 -7.24347
H -0.86058 -3.43315 -5.03250
H 0.24078 -2.17209 -5.11962
H 0.38641 -3.85377 -2.91886
H 1.63941 -2.54355 -3.32016
H 2.20554 -4.08215 -2.97042
H -0.63847 -5.01543 -7.01455
H 0.81305 -5.14056 -6.77598
```

---

No. 2
Below is a 4-piece molecular cluster, C40H81N6O5PSi overall at a distorted geometry, with properties calculated with the ωB97M-V functional and the def2-TZVPD basis.

The value obtained for the HOMO energy (alpha / beta) is -10.05 / -10.74 eV. The value obtained for the lowest unoccupied orbital energy (alpha / beta) is -0.1719 / -0.1719 Ha. The net charge is +1. The spin multiplicity is 4.

XYZ file:
```
134
C40H81N6O5PSi the ωB97M-V functional and the def2-TZVPD basis
C -6.56613 -2.71909 3.29525
C -5.45573 -3.13883 3.60947
C -4.06288 -3.64707 4.15882
C -2.88992 -2.56633 3.91022
C -2.23341 -2.06519 5.29907
N -2.61826 -0.67760 5.64689
C -3.41471 -0.52427 6.88128
N -4.62193 -0.06110 6.96962
P -5.40004 0.40960 5.40510
O -6.63978 1.22989 5.60465
N -2.47634 -0.95829 7.91938
C -1.23264 -0.20806 7.48956
C -1.49116 0.27270 5.97713
C -0.29318 0.38855 4.95475
C -0.88176 0.75674 3.52395
O -0.58539 2.10063 3.09426
Si -1.89467 2.68541 2.10057
C -2.58803 1.29796 0.94290
C -1.30383 4.07190 0.90087
C -3.29650 3.48353 3.15585
H -7.54323 -2.16888 3.21004
H -3.81511 -4.65350 3.68854
H -4.22058 -3.85012 5.26072
H -2.08677 -3.12914 3.32683
H -3.26574 -1.70501 3.28819
H -1.11090 -2.20862 5.16479
H -2.54104 -2.83580 6.08060
H -5.08231 0.03184 7.88424
H -5.55046 -0.76173 4.60445
H -4.43120 1.24350 4.73527
H -2.37585 -1.97018 8.03544
H -1.37297 0.77060 8.06405
H -0.23183 -0.61472 7.80360
H -2.02803 1.27674 5.94271
H 0.37715 -0.51826 4.89928
H 0.36681 1.24009 5.33538
H -2.01369 0.65353 3.55544
H -0.41437 0.05656 2.75024
H -3.35587 0.74132 1.58716
H -3.07866 1.70795 0.01619
H -1.75367 0.56131 0.75089
H -2.19865 4.24952 0.21105
H -0.49446 3.60266 0.26608
H -0.99862 5.01953 1.42895
H -3.26304 4.61210 3.02103
H -4.33666 3.14241 2.83155
H -3.18448 3.29043 4.26602
C 4.81143 0.58984 -1.45880
C 3.62518 1.56416 -1.28458
C 4.15551 3.00575 -1.35202
C 4.96336 3.38792 -0.11394
C 4.15688 3.14815 1.15871
C 3.52060 1.74801 1.25820
N 2.88173 1.29501 -0.01338
O 1.68920 1.90847 -0.10380
C 4.56778 0.69943 1.69751
C 2.53149 1.77460 2.44835
C 2.75053 1.27672 -2.52563
H 5.18757 0.61792 -2.48514
H 5.67753 0.83222 -0.84404
H 4.51822 -0.44192 -1.24904
H 3.32323 3.71063 -1.46307
H 4.78029 3.13598 -2.24153
H 5.90413 2.83208 -0.07534
H 5.23903 4.44431 -0.17572
H 4.80397 3.32627 2.02516
H 3.37389 3.91314 1.20715
H 4.13749 -0.30599 1.69840
H 4.91910 0.90082 2.71313
H 5.46433 0.68385 1.08259
H 1.78604 2.56498 2.35306
H 3.05885 1.96235 3.38762
H 2.00812 0.81856 2.54987
H 2.37433 0.25003 -2.50827
H 3.33064 1.40013 -3.44328
H 1.89698 1.95217 -2.61162
C -3.21052 -6.79291 0.79053
C -4.02604 -5.93015 -0.19884
C -5.28226 -5.40803 0.51950
C -6.30642 -6.51054 0.77724
C -6.66252 -7.23574 -0.51677
C -5.44874 -7.71523 -1.33679
N -4.36206 -6.69494 -1.43800
O -4.73265 -5.80434 -2.37207
C -4.86413 -9.01697 -0.74314
C -5.97733 -8.16954 -2.72039
C -3.07491 -4.74987 -0.50126
H -2.75406 -6.16805 1.56485
H -3.80776 -7.51813 1.34189
H -2.40135 -7.32599 0.28612
H -5.75553 -4.61653 -0.07280
H -5.00638 -4.94571 1.47345
H -5.93502 -7.22251 1.51966
H -7.21012 -6.06941 1.20748
H -7.31000 -8.08633 -0.27718
H -7.27191 -6.55672 -1.12307
H -3.96017 -9.31890 -1.27866
H -5.57880 -9.83955 -0.82784
H -4.62552 -8.95335 0.31626
H -6.54156 -7.38578 -3.22947
H -6.65765 -9.01780 -2.61287
H -5.15893 -8.48367 -3.37374
H -2.16605 -5.09900 -0.99816
H -2.77381 -4.24927 0.42330
H -3.53352 -3.98244 -1.12777
C 7.59191 5.33164 -6.58249
C 6.69987 4.18292 -6.06096
C 6.21968 3.34598 -7.25955
C 5.18867 4.08366 -8.10929
C 4.01842 4.55895 -7.25469
C 4.42455 5.33468 -5.98634
N 5.55988 4.70668 -5.24506
O 5.05984 3.67770 -4.54348
C 4.79413 6.79519 -6.33065
C 3.15277 5.49241 -5.11532
C 7.67312 3.34450 -5.20158
H 8.54561 4.94437 -6.95175
H 7.16970 5.87019 -7.42985
H 7.81876 6.05351 -5.79431
H 5.78255 2.40300 -6.91122
H 7.07096 3.06835 -7.88952
H 5.64536 4.93013 -8.62899
H 4.81944 3.41325 -8.89036
H 3.35838 5.17653 -7.87378
H 3.42974 3.67817 -6.97517
H 5.15200 7.32684 -5.44488
H 3.92319 7.34020 -6.70378
H 5.54644 6.89010 -7.11010
H 2.68251 4.53386 -4.88570
H 2.39963 6.08702 -5.63794
H 3.37805 5.99958 -4.17287
H 8.04078 3.92464 -4.35096
H 8.54064 3.03643 -5.78994
H 7.22227 2.42616 -4.81978
```